Density functional theory data (the ωB97M-V functional and the def2-TZVPD basis) for C31H54Cl2LuO3P2 as an isolated structure at a distorted geometry.

F_max   1.41 eV/A
Kohn-Sham gap (spin up / spin down)   3.18 / 3.19 eV
Lowest unoccupied orbital energy (spin up / spin down)   1.24 / 1.24 eV
Total charge   -1
Energy above the lowest of the compared OMol25 structures with the same formula, charge and spin   130.45 kJ/mol
2S+1   1

Cartesian coordinates (Å):
1 P 0.141 -0.849 -2.159
2 C 1.721 -0.205 -2.976
3 C 1.998 -0.573 -4.435
4 C 3.418 -0.133 -4.821
5 C 3.669 1.353 -4.548
6 C 3.308 1.748 -3.114
7 C 1.886 1.302 -2.739
8 C -1.296 0.045 -2.990
9 C -1.234 0.222 -4.505
10 C -2.563 0.800 -5.017
11 C -2.932 2.110 -4.313
12 C -2.893 1.989 -2.787
13 C -1.575 1.381 -2.282
14 C -0.008 -2.537 -2.935
15 C 1.192 -3.401 -2.508
16 C 1.095 -4.825 -3.072
17 C -0.237 -5.499 -2.729
18 C -1.434 -4.631 -3.124
19 C -1.344 -3.203 -2.564
20 H 2.477 -0.717 -2.347
21 H 1.271 -0.079 -5.093
22 H 1.893 -1.653 -4.604
23 H 3.593 -0.360 -5.879
24 H 4.134 -0.729 -4.239
25 H 4.721 1.589 -4.741
26 H 3.073 1.956 -5.246
27 H 4.010 1.276 -2.413
28 H 3.396 2.833 -2.981
29 H 1.705 1.532 -1.681
30 H 1.157 1.858 -3.347
31 H -2.145 -0.627 -2.769
32 H -3.356 0.060 -4.843
33 H -1.025 -0.732 -5.012
34 H -0.420 0.915 -4.764
35 H -2.499 0.956 -6.100
36 H -3.931 2.429 -4.633
37 H -2.234 2.897 -4.630
38 H -3.043 2.971 -2.325
39 H -3.721 1.346 -2.457
40 H -1.614 1.229 -1.193
41 H -0.751 2.084 -2.480
42 H 0.015 -2.393 -4.034
43 H 2.140 -2.949 -2.833
44 H 1.223 -3.442 -1.410
45 H 1.205 -4.782 -4.165
46 H 1.931 -5.420 -2.689
47 H -0.273 -5.691 -1.648
48 H -0.301 -6.472 -3.229
49 H -2.367 -5.093 -2.783
50 H -1.487 -4.573 -4.220
51 H -2.190 -2.619 -2.951
52 H -1.443 -3.221 -1.469
53 Lu 0.780 -0.041 2.297
54 Cl -1.250 -0.953 1.271
55 Cl 2.514 0.394 0.640
56 C -0.148 1.745 3.361
57 H -0.582 1.687 4.371
58 C -0.362 2.983 2.738
59 C -1.128 4.043 3.354
60 C -1.272 5.277 2.741
61 C -0.700 5.537 1.478
62 C 0.018 4.516 0.829
63 C 0.187 3.267 1.419
64 H -1.585 3.843 4.334
65 H -1.834 6.077 3.242
66 H 0.456 4.713 -0.151
67 H 0.778 2.487 0.908
68 H -0.806 6.517 1.011
69 C -3.385 -0.096 5.931
70 C -2.829 -0.609 4.637
71 O -2.074 -1.823 4.936
72 P -0.594 -2.332 4.642
73 O 0.197 -2.073 5.986
74 C -0.214 -1.488 7.259
75 C 0.194 -0.053 7.392
76 O 1.627 -0.882 3.897
77 C 2.651 -0.678 4.842
78 C 2.917 0.797 5.108
79 H -3.878 -0.906 6.487
80 H -4.130 0.676 5.713
81 H -2.615 0.357 6.563
82 H -3.632 -0.932 3.968
83 H -2.195 0.114 4.111
84 H -1.289 -1.623 7.405
85 H 0.328 -2.085 7.997
86 H -0.197 0.591 6.597
87 H -0.218 0.311 8.339
88 H 1.282 0.057 7.437
89 H 2.402 -1.213 5.767
90 H 3.558 -1.169 4.458
91 H 1.995 1.313 5.405
92 H 3.663 0.910 5.903
93 H 3.312 1.273 4.203

Density functional theory data (the ωB97M-V functional and the def2-TZVPD basis) for a 7-piece molecular cluster, C31H54F6N2O11 overall at a distorted geometry.

F_max   7.13 eV/A
Kohn-Sham gap   8.62 eV
Lowest unoccupied orbital energy   -0.35 eV
Total charge   0
Structure (SMILES)   CCOCCOCCOC[C@@](F)(C#N)[C@](C#N)(CCCCOC(C)=O)C(F)(F)c1cccc(C(F)(F)F)c1.CO.CO.CO.CO.CO.CO
2S+1   1

Cartesian coordinates (Å):
1 C 0.116 5.786 -0.124
2 C 0.283 4.890 1.220
3 O -0.304 3.575 0.944
4 C -1.724 3.566 1.352
5 C -2.467 2.464 0.431
6 O -3.663 1.880 1.017
7 C -3.352 0.987 2.115
8 C -3.524 -0.583 1.743
9 O -2.402 -1.142 1.009
10 C -1.533 -1.952 1.833
11 C -0.266 -1.028 2.250
12 F -0.240 0.259 1.553
13 C -0.533 -0.616 3.805
14 N -0.541 -0.566 5.012
15 C 1.170 -1.699 2.000
16 C 2.249 -0.478 2.031
17 N 3.060 0.423 2.143
18 C 1.353 -2.461 0.606
19 C 0.641 -1.794 -0.671
20 C 1.735 -0.990 -1.593
21 C 1.906 -1.745 -3.034
22 O 2.966 -2.749 -3.025
23 C 3.793 -2.640 -4.206
24 C 4.667 -1.306 -4.548
25 O 3.928 -3.600 -5.037
26 C 1.626 -2.669 3.240
27 F 0.534 -3.510 3.700
28 F 2.226 -1.905 4.326
29 C 2.796 -3.713 2.799
30 C 2.548 -5.205 2.418
31 C 3.825 -6.040 1.969
32 C 5.272 -5.392 1.893
33 C 5.504 -3.898 2.298
34 C 6.913 -3.129 2.256
35 F 6.777 -1.696 2.422
36 F 7.474 -3.309 0.951
37 F 7.735 -3.620 3.314
38 C 4.250 -3.073 2.745
39 H 0.120 5.048 -1.020
40 H -0.857 6.389 -0.078
41 H 0.984 6.550 -0.246
42 H -0.232 5.377 2.133
43 H 1.423 4.807 1.405
44 H -1.724 3.337 2.476
45 H -2.096 4.647 1.141
46 H -2.815 3.026 -0.526
47 H -1.784 1.618 0.062
48 H -4.155 1.196 2.933
49 H -2.340 1.218 2.633
50 H -4.434 -0.623 1.018
51 H -3.841 -1.169 2.675
52 H -1.261 -2.884 1.225
53 H -2.032 -2.338 2.807
54 H 0.973 -3.545 0.716
55 H 2.481 -2.553 0.338
56 H 0.294 -2.674 -1.349
57 H -0.296 -1.175 -0.462
58 H 1.448 0.105 -1.767
59 H 2.789 -0.995 -1.118
60 H 2.063 -0.916 -3.834
61 H 0.940 -2.294 -3.358
62 H 5.188 -1.407 -5.562
63 H 5.375 -1.151 -3.659
64 H 3.967 -0.396 -4.622
65 H 1.490 -5.636 2.452
66 H 3.694 -7.135 1.657
67 H 6.171 -6.016 1.531
68 H 4.401 -1.969 3.039
69 C -0.477 9.015 -2.685
70 O 0.572 8.076 -2.504
71 H -1.404 8.584 -2.306
72 H -0.251 9.931 -2.132
73 H -0.590 9.239 -3.749
74 H 1.380 8.482 -2.846
75 C -4.872 5.764 -0.051
76 O -3.604 5.766 -0.687
77 H -4.763 5.353 0.954
78 H -5.252 6.787 0.015
79 H -5.567 5.144 -0.622
80 H -3.730 6.134 -1.572
81 C -2.458 -4.585 -1.485
82 O -2.107 -3.228 -1.703
83 H -2.430 -5.114 -2.438
84 H -1.743 -5.045 -0.796
85 H -3.467 -4.643 -1.069
86 H -2.140 -2.783 -0.843
87 C -8.250 6.120 -2.021
88 O -6.982 6.123 -2.659
89 H -8.138 5.709 -1.017
90 H -8.630 7.142 -1.953
91 H -8.947 5.500 -2.590
92 H -7.109 6.491 -3.544
93 C -1.277 2.438 -3.293
94 O -1.318 1.463 -2.262
95 H -0.417 3.088 -3.129
96 H -1.177 1.944 -4.263
97 H -2.191 3.036 -3.271
98 H -2.087 0.902 -2.431
99 C 2.917 -10.477 2.503
100 O 3.215 -9.952 1.218
101 H 1.974 -10.050 2.847
102 H 2.821 -11.564 2.443
103 H 3.712 -10.209 3.203
104 H 4.052 -10.344 0.937

Density functional theory data (the ωB97M-V functional and the def2-TZVPD basis) for C31H54N3O9PtS4 as an isolated structure at a distorted geometry.

F_max   3.90 eV/A
Kohn-Sham gap (spin up / spin down)   7.72 / 6.47 eV
Lowest unoccupied orbital energy (spin up / spin down)   -2.28 / -3.52 eV
Total charge   +1
Energy above the lowest of the compared OMol25 structures with the same formula, charge and spin   285.45 kJ/mol
2S+1   3
<S²>   2.005

Cartesian coordinates (Å):
1 Pt 1.235 2.217 -0.510
2 C -1.668 -1.084 0.985
3 C -0.160 -0.714 0.795
4 C 0.699 -1.849 0.214
5 O 0.128 0.577 0.322
6 H -1.879 -2.134 1.184
7 H -2.131 -0.860 0.023
8 H -2.089 -0.484 1.793
9 H 0.208 -0.478 1.794
10 H 1.714 -1.678 -0.144
11 H 0.174 -2.145 -0.694
12 H 0.621 -2.823 0.697
13 C 5.140 -1.721 -2.847
14 C 3.886 -2.134 -3.493
15 C 2.931 -0.997 -3.634
16 S 3.618 0.424 -2.605
17 O 2.624 0.937 -1.616
18 O 4.312 1.351 -3.467
19 C 4.822 -0.665 -1.761
20 H 5.747 -1.172 -3.568
21 H 5.658 -2.599 -2.462
22 H 3.427 -2.831 -2.793
23 H 4.128 -2.760 -4.352
24 H 2.081 -1.218 -2.989
25 H 2.624 -0.508 -4.558
26 H 4.370 -1.023 -0.836
27 H 5.711 -0.125 -1.433
28 C -1.816 5.830 2.806
29 C -3.125 4.898 2.660
30 C -2.856 3.752 1.717
31 S -1.711 4.385 0.373
32 O -2.486 4.859 -0.761
33 O -0.619 3.433 0.109
34 C -1.043 5.807 1.442
35 H -1.096 5.514 3.561
36 H -2.084 6.830 3.146
37 H -4.053 5.413 2.411
38 H -3.458 4.477 3.609
39 H -3.736 3.287 1.274
40 H -2.285 2.921 2.130
41 H -1.333 6.702 0.891
42 H 0.042 5.896 1.501
43 C 2.920 1.276 4.372
44 C 4.171 2.235 4.364
45 C 4.499 2.674 2.894
46 S 3.889 1.293 1.843
47 O 5.007 0.590 1.227
48 O 2.859 1.974 1.025
49 C 3.108 0.235 3.236
50 H 1.976 1.801 4.224
51 H 2.880 0.682 5.285
52 H 5.009 1.816 4.921
53 H 4.068 3.119 4.994
54 H 5.523 3.007 2.720
55 H 3.948 3.532 2.509
56 H 3.652 -0.649 3.569
57 H 2.191 -0.138 2.779
58 C -3.081 1.885 -3.789
59 C -3.117 0.373 -3.559
60 C -1.687 0.112 -2.931
61 S -0.448 1.425 -3.623
62 O 0.467 0.918 -4.664
63 O 0.177 2.141 -2.486
64 C -1.824 2.454 -4.389
65 H -3.202 2.375 -2.823
66 H -3.951 2.310 -4.289
67 H -3.348 -0.198 -4.459
68 H -3.878 0.007 -2.870
69 H -1.226 -0.868 -2.807
70 H -1.837 0.285 -1.865
71 H -1.857 2.243 -5.458
72 H -1.527 3.478 -4.163
73 N -3.367 -3.652 -1.006
74 C -4.429 -3.340 -1.815
75 C -5.084 -4.410 -2.228
76 C -4.387 -5.528 -1.786
77 C -3.431 -5.033 -0.925
78 H -2.732 -2.930 -0.696
79 H -4.588 -2.281 -1.954
80 H -5.965 -4.492 -2.847
81 H -4.569 -6.575 -1.976
82 H -2.642 -5.619 -0.477
83 N -4.583 -0.385 2.571
84 C -5.804 -0.805 2.110
85 C -6.874 -0.192 2.630
86 C -6.273 0.764 3.534
87 C -4.860 0.592 3.466
88 H -3.747 -0.894 2.325
89 H -5.752 -1.676 1.474
90 H -7.913 -0.470 2.538
91 H -6.856 1.542 4.006
92 H -4.124 1.188 3.985
93 N 4.587 -5.090 -0.993
94 C 3.624 -4.263 -0.489
95 C 4.087 -3.860 0.833
96 C 5.384 -4.393 0.964
97 C 5.575 -5.218 -0.099
98 H 4.479 -5.563 -1.879
99 H 2.640 -4.082 -0.895
100 H 3.370 -3.457 1.533
101 H 6.074 -4.101 1.742
102 H 6.524 -5.669 -0.348

Density functional theory data (the ωB97M-V functional and the def2-TZVPD basis) for a 9-piece molecular cluster, C31H54O27 overall at a distorted geometry.

F_max   9.34 eV/A
Kohn-Sham gap   10.24 eV
Lowest unoccupied orbital energy   0.27 eV
Total charge   0
Energy above the lowest of the compared OMol25 structures with the same formula, charge and spin   714.78 kJ/mol
Structure (SMILES)   C[C@H]1COC(=O)O1.C[C@H]1COC(=O)O1.C[C@H]1COC(=O)O1.C[C@H]1COC(=O)O1.COC(=O)OC.COC(=O)OC.COC(=O)OC.COC(=O)OC.COC(=O)OC
2S+1   1

Cartesian coordinates (Å):
1 C -16.478 11.124 -1.019
2 C -17.966 11.317 -0.914
3 C -18.779 10.154 -1.436
4 O -19.647 9.876 -0.307
5 C -19.380 10.622 0.726
6 O -19.989 10.640 1.789
7 O -18.359 11.450 0.442
8 H -16.077 10.146 -0.513
9 H -15.904 11.985 -0.628
10 H -16.333 11.113 -2.088
11 H -18.387 12.223 -1.369
12 H -18.171 9.251 -1.556
13 H -19.369 10.471 -2.340
14 C -13.223 10.673 8.739
15 C -13.823 11.505 7.634
16 C -15.341 11.358 7.309
17 O -15.917 12.336 8.092
18 C -15.096 13.234 8.394
19 O -15.414 14.319 8.946
20 O -13.924 12.872 8.018
21 H -13.927 10.624 9.614
22 H -12.248 11.047 8.897
23 H -13.013 9.672 8.547
24 H -13.192 11.458 6.708
25 H -15.662 10.364 7.440
26 H -15.542 11.555 6.237
27 C -16.182 10.446 2.935
28 C -15.102 9.553 3.576
29 C -14.134 9.110 2.478
30 O -12.978 9.870 2.667
31 C -13.076 10.559 3.750
32 O -12.213 11.351 4.153
33 O -14.283 10.477 4.252
34 H -15.802 11.140 2.240
35 H -16.748 11.025 3.618
36 H -16.912 9.762 2.383
37 H -15.591 8.782 4.142
38 H -14.552 9.222 1.450
39 H -13.831 8.103 2.634
40 C -10.343 13.996 0.547
41 C -11.338 13.082 1.272
42 C -12.762 13.621 1.392
43 O -13.615 12.678 0.674
44 C -12.816 11.701 0.278
45 O -13.170 10.611 -0.207
46 O -11.536 11.862 0.649
47 H -9.506 13.436 0.311
48 H -9.982 14.761 1.176
49 H -10.675 14.490 -0.390
50 H -10.915 12.866 2.279
51 H -12.913 14.709 1.045
52 H -13.132 13.512 2.443
53 C -10.151 14.359 4.543
54 O -9.545 13.178 4.889
55 C -10.137 12.476 5.923
56 O -11.088 13.035 6.733
57 O -9.618 11.283 6.178
58 C -10.072 10.510 7.229
59 H -11.252 14.285 4.322
60 H -9.603 14.800 3.758
61 H -10.107 15.090 5.331
62 H -11.106 10.116 7.039
63 H -10.012 11.058 8.140
64 H -9.352 9.682 7.326
65 C -11.255 17.904 5.449
66 O -12.247 18.314 4.550
67 C -12.336 17.720 3.382
68 O -11.438 16.725 2.927
69 O -13.338 18.071 2.648
70 C -13.528 17.539 1.343
71 H -11.440 18.294 6.438
72 H -10.251 17.891 5.089
73 H -11.456 16.810 5.687
74 H -12.644 17.251 0.808
75 H -13.968 18.281 0.685
76 H -14.085 16.602 1.311
77 C -13.932 14.572 5.496
78 O -14.328 14.973 4.179
79 C -15.538 14.565 3.720
80 O -16.431 13.974 4.611
81 O -15.872 14.768 2.480
82 C -17.159 14.297 1.951
83 H -14.682 14.646 6.238
84 H -13.251 15.289 5.774
85 H -13.289 13.689 5.503
86 H -17.180 14.372 0.861
87 H -17.976 14.800 2.456
88 H -17.220 13.208 2.167
89 C -11.438 15.335 8.728
90 O -10.823 16.589 9.015
91 C -9.764 17.053 8.371
92 O -9.151 16.339 7.293
93 O -9.135 18.173 8.842
94 C -7.930 18.618 8.239
95 H -11.946 15.370 7.777
96 H -12.155 15.069 9.532
97 H -10.659 14.568 8.621
98 H -7.991 18.824 7.161
99 H -7.222 17.821 8.396
100 H -7.517 19.454 8.738
101 C -14.963 15.335 -1.133
102 O -16.011 14.522 -1.647
103 C -15.985 14.291 -2.977
104 O -15.104 14.881 -3.890
105 O -16.939 13.432 -3.436
106 C -16.981 13.018 -4.806
107 H -14.008 15.154 -1.576
108 H -14.861 15.118 -0.094
109 H -15.000 16.417 -1.281
110 H -16.615 13.795 -5.385
111 H -17.954 12.661 -5.084
112 H -16.241 12.206 -4.929

Question: Which of these has the highest 2S+1?
Answer: C31H54N3O9PtS4

Question: Which of these has the lowest F_max?
Answer: C31H54Cl2LuO3P2

Question: The highest F_max belongs to which entry?
Answer: C31H54O27

Question: Which value of total charge does entry 4 give?
Answer: 0